No. 1
{"formula": "C4H5Cl2OP", "method": "ωB97M-V/def2-TZVPD", "symbols": ["C", "C", "C", "C", "O", "P", "Cl", "Cl", "H", "H", "H", "H", "H"], "xyz": [[0.715, 2.204, -1.594], [0.776, 1.308, -0.780], [1.214, -0.836, 1.230], [-1.732, -0.587, -0.676], [-0.382, 1.278, 1.748], [0.083, 0.451, 0.593], [1.665, -2.025, 0.036], [-1.658, -2.077, 0.383], [0.698, 2.824, -2.436], [1.987, -0.358, 1.736], [0.584, -1.335, 1.990], [-1.193, -0.831, -1.610], [-2.757, -0.016, -0.620]], "energy_ha": -1492.2691, "de_lowest_ev": 3.928, "total_charge": 0, "orbital_gap_ev": 8.9, "e_lumo_ev": -0.2, "largest_force_ev_per_a": 3.3}

---

No. 2
{"formula": "C21H28NPPt", "method": "ωB97M-V/def2-TZVPD", "symbols": ["C", "C", "C", "C", "C", "C", "C", "C", "N", "Pt", "C", "P", "H", "H", "H", "H", "H", "H", "H", "H", "C", "C", "H", "C", "C", "H", "H", "H", "H", "H", "H", "H", "H", "H", "H", "H", "H", "H", "H", "C", "C", "C", "C", "C", "C", "C", "C", "H", "H", "H", "H", "H"], "xyz": [[-3.894, -0.216, -2.125], [-3.196, -1.401, -1.970], [-1.862, -1.381, -1.549], [-1.259, -0.166, -1.258], [-1.949, 1.031, -1.369], [-3.289, 1.006, -1.811], [-1.162, -2.687, -1.344], [0.313, -2.624, -1.136], [1.153, -1.632, -2.101], [0.893, -0.168, -0.634], [-1.312, 2.335, -0.978], [0.540, 2.111, -0.944], [-3.646, -2.375, -2.188], [-3.832, 1.950, -1.865], [-4.918, -0.230, -2.525], [-1.652, 2.644, 0.029], [-1.585, 3.141, -1.681], [-1.555, -3.162, -0.442], [-1.388, -3.380, -2.151], [0.485, -2.338, -0.031], [1.075, 3.350, 0.227], [0.963, 2.604, -2.639], [0.757, -3.614, -1.251], [0.459, -1.299, -3.393], [2.375, -2.506, -2.556], [1.986, 1.061, -1.221], [0.937, -1.843, -4.217], [-0.556, -1.662, -3.412], [0.445, -0.249, -3.735], [2.190, -2.782, -3.597], [3.404, -2.117, -2.493], [2.325, -3.456, -2.047], [0.721, 3.662, -2.780], [2.042, 2.432, -2.716], [0.436, 1.975, -3.369], [0.712, 4.335, -0.075], [0.710, 3.100, 1.223], [2.164, 3.329, 0.219], [1.955, -1.099, 0.280], [0.614, -0.111, 1.307], [0.458, 0.115, 2.540], [0.485, 0.188, 3.984], [0.108, -0.935, 4.762], [0.301, -0.936, 6.135], [0.812, 0.199, 6.773], [1.085, 1.358, 6.035], [0.895, 1.364, 4.655], [-0.308, -1.802, 4.249], [0.053, -1.826, 6.712], [0.982, 0.188, 7.863], [1.449, 2.252, 6.536], [1.085, 2.266, 4.073]], "multiplicity": 5, "s2": 6.050, "energy_ha": -1331.4626, "de_lowest_ev": 2.376, "total_charge": 2, "orbital_gap_ev": [6.0, 5.2], "e_lumo_ev": [-5.5, -9.7], "largest_force_ev_per_a": 4.2}

---

No. 3
{"formula": "C3H4N2O2S", "method": "ωB97M-V/def2-TZVPD", "symbols": ["C", "C", "C", "N", "N", "O", "O", "S", "H", "H", "H", "H"], "xyz": [[-0.627, 0.808, -0.021], [-0.695, -0.744, 0.014], [1.499, -0.135, -0.036], [0.754, 1.011, -0.115], [0.574, -1.184, -0.076], [-1.604, 1.756, 0.007], [-1.804, -1.475, -0.038], [3.132, -0.183, -0.122], [1.173, 1.833, 0.057], [0.708, -2.101, -0.197], [-1.442, 2.694, 0.030], [-1.670, -2.280, 0.496]], "energy_ha": -774.8320, "de_lowest_ev": 2.580, "total_charge": 0, "orbital_gap_ev": 7.0, "smiles": "Oc1[nH]c(=S)[nH]c1O", "e_lumo_ev": 0.3, "largest_force_ev_per_a": 8.5}

---

No. 4
{"formula": "C5H11NO", "method": "ωB97M-V/def2-TZVPD", "symbols": ["N", "C", "C", "C", "C", "C", "O", "H", "H", "H", "H", "H", "H", "H", "H", "H", "H", "H"], "xyz": [[0.465, -1.269, 0.287], [1.883, -0.861, 0.423], [1.869, 0.687, 0.467], [0.361, 1.020, 0.341], [-0.256, -0.172, -0.353], [-1.756, -0.294, -0.187], [-2.310, 0.869, -0.842], [0.357, -2.120, -0.240], [2.286, -1.265, 1.349], [2.430, -1.307, -0.408], [2.196, 1.121, 1.406], [2.496, 1.086, -0.329], [0.028, 1.970, -0.075], [0.039, 1.045, 1.390], [-0.023, -0.060, -1.424], [-2.042, -0.202, 0.858], [-2.108, -1.198, -0.677], [-3.153, 0.667, -1.241]], "energy_ha": -327.0839, "de_lowest_ev": 1.290, "total_charge": 0, "orbital_gap_ev": 9.7, "smiles": "OC[C@H]1CCCN1", "e_lumo_ev": 1.0, "largest_force_ev_per_a": 1.4}

---

No. 5
{"formula": "FH3S", "method": "ωB97M-V/def2-TZVPD", "symbols": ["H", "H", "H", "F", "S"], "xyz": [[-0.270, -0.229, 0.307], [-1.224, -0.472, -1.369], [1.467, -0.326, 0.801], [0.998, 0.480, 0.793], [-0.972, 0.548, -0.532]], "energy_ha": -499.7921, "de_lowest_ev": 1.301, "total_charge": 0, "orbital_gap_ev": 9.5, "smiles": "F.S", "e_lumo_ev": 0.4, "largest_force_ev_per_a": 4.0}

---

No. 6
{"formula": "C19H34N2O2", "method": "ωB97M-V/def2-TZVPD", "symbols": ["O", "C", "N", "H", "C", "C", "H", "H", "C", "N", "C", "O", "C", "C", "C", "H", "C", "C", "C", "H", "C", "H", "H", "H", "H", "H", "H", "H", "H", "H", "H", "H", "H", "H", "H", "H", "H", "C", "C", "C", "C", "C", "H", "C", "H", "H", "C", "H", "H", "H", "H", "H", "H", "H", "H", "H", "H"], "xyz": [[-3.242, 1.379, -2.638], [-2.669, 1.422, -1.566], [-2.125, 0.335, -0.978], [-1.561, 0.446, -0.143], [-2.031, -0.936, -1.649], [-0.750, -1.067, -2.486], [-0.801, -0.364, -3.317], [-0.697, -2.078, -2.895], [0.516, -0.761, -1.678], [0.670, -1.617, -0.523], [0.356, -1.229, 0.730], [-0.080, -0.119, 0.983], [0.635, -2.267, 1.796], [2.124, -2.225, 2.159], [2.539, -3.163, 3.301], [3.628, -3.092, 3.371], [2.143, -4.635, 3.068], [0.996, -4.905, 4.039], [1.386, -4.079, 5.260], [2.181, -4.588, 5.808], [1.913, -2.776, 4.657], [1.091, -2.077, 4.509], [2.640, -2.294, 5.310], [0.553, -3.914, 5.942], [0.053, -4.541, 3.630], [0.885, -5.965, 4.266], [2.984, -5.283, 3.318], [1.873, -4.834, 2.032], [2.382, -1.202, 2.442], [2.711, -2.478, 1.271], [0.029, -2.021, 2.667], [0.355, -3.257, 1.436], [0.967, -2.566, -0.684], [0.480, 0.266, -1.308], [1.396, -0.873, -2.318], [-2.075, -1.728, -0.896], [-2.896, -1.024, -2.312], [-2.520, 2.693, -0.747], [-1.051, 3.103, -0.593], [-0.344, 3.238, -1.942], [1.152, 3.599, -1.792], [1.380, 4.852, -2.646], [1.293, 5.748, -2.028], [0.241, 4.825, -3.662], [0.460, 4.104, -4.451], [0.064, 5.797, -4.121], [-0.940, 4.342, -2.827], [-1.764, 3.974, -3.434], [-1.304, 5.162, -2.204], [2.363, 4.860, -3.116], [1.776, 2.778, -2.148], [1.410, 3.780, -0.749], [-0.433, 2.287, -2.474], [-0.526, 2.364, 0.017], [-1.004, 4.058, -0.064], [-3.080, 3.481, -1.251], [-2.958, 2.530, 0.240]], "energy_ha": -1004.4356, "de_lowest_ev": 0.085, "total_charge": 0, "orbital_gap_ev": 9.7, "smiles": "O=C(CCC1CCCC1)NCCCNC(=O)CCC1CCCC1", "e_lumo_ev": 0.6, "largest_force_ev_per_a": 0.6}

---

No. 7
{"formula": "C22H36O3P2Zn", "method": "ωB97M-V/def2-TZVPD", "symbols": ["P", "P", "C", "C", "H", "H", "H", "H", "C", "H", "H", "H", "C", "H", "H", "H", "C", "H", "H", "H", "C", "H", "H", "H", "Zn", "C", "C", "C", "C", "C", "C", "C", "C", "C", "H", "H", "H", "H", "H", "H", "H", "H", "H", "H", "H", "H", "H", "H", "H", "O", "C", "C", "C", "C", "C", "C", "C", "O", "O", "H", "H", "H", "H", "H"], "xyz": [[-1.161, -1.322, -3.196], [-0.058, 1.536, -1.974], [-1.295, 0.182, -4.239], [-0.364, 1.338, -3.796], [-2.372, 0.451, -4.231], [-1.002, -0.136, -5.257], [0.647, 1.237, -4.244], [-0.813, 2.270, -4.192], [-1.742, 1.401, -1.321], [-1.706, 1.997, -0.328], [-2.129, 0.351, -1.400], [-2.456, 1.995, -1.899], [0.447, 3.256, -1.861], [0.118, 3.814, -2.752], [1.537, 3.341, -1.770], [-0.049, 3.680, -0.981], [-2.513, -2.486, -3.070], [-2.332, -3.091, -2.168], [-2.452, -3.112, -3.970], [-3.483, -1.972, -3.005], [0.102, -2.242, -4.187], [0.941, -1.613, -4.552], [-0.504, -2.603, -5.046], [0.517, -3.103, -3.630], [-1.986, 0.629, 0.759], [2.622, -0.018, -1.847], [1.347, 0.302, -1.302], [0.591, -1.058, -1.317], [0.880, -2.050, -0.185], [1.458, -3.325, -0.725], [2.683, -3.490, -1.243], [3.621, -2.429, -1.729], [3.550, -0.935, -1.190], [-1.918, -0.934, 1.949], [3.000, 0.443, -2.767], [1.455, 0.835, -0.333], [0.979, -1.550, -2.219], [-0.546, -0.962, -1.367], [1.424, -1.573, 0.641], [-0.090, -2.328, 0.249], [0.739, -4.146, -0.683], [3.074, -4.509, -1.346], [3.572, -2.394, -2.830], [4.647, -2.758, -1.507], [3.469, -0.981, -0.081], [4.537, -0.528, -1.505], [-1.421, -0.522, 2.866], [-1.356, -1.793, 1.559], [-2.992, -1.172, 2.156], [1.395, 2.492, 5.072], [0.256, 2.402, 5.740], [0.272, 2.608, 7.151], [-0.898, 2.395, 7.874], [-2.071, 1.953, 7.218], [-2.054, 1.741, 5.827], [-0.950, 2.070, 5.040], [-0.896, 1.898, 3.520], [-1.982, 1.918, 2.861], [0.270, 1.807, 2.994], [1.112, 2.181, 4.087], [1.187, 2.922, 7.660], [-0.919, 2.568, 8.958], [-3.012, 1.769, 7.763], [-2.928, 1.351, 5.303]], "energy_ha": -3547.2674, "de_lowest_ev": 2.789, "total_charge": 0, "orbital_gap_ev": 3.9, "e_lumo_ev": -1.0, "largest_force_ev_per_a": 3.8}

---

No. 8
{"formula": "C5H12O", "method": "ωB97M-V/def2-TZVPD", "symbols": ["C", "C", "C", "C", "C", "H", "H", "H", "H", "H", "H", "H", "H", "H", "H", "H", "H", "O"], "xyz": [[0.049, 1.498, -0.212], [-0.225, -0.012, -0.012], [-1.486, -0.500, -0.655], [-0.382, -0.210, 1.428], [1.038, -0.734, -0.528], [-0.785, 2.219, 0.032], [0.154, 1.650, -1.298], [0.994, 1.767, 0.264], [-1.492, -0.090, -1.707], [-1.400, -1.630, -0.755], [-2.424, -0.297, -0.101], [-1.223, 0.373, 1.739], [-0.561, -1.268, 1.787], [0.489, -0.028, 2.040], [1.042, -1.793, -0.194], [1.065, -0.531, -1.636], [2.992, -0.355, -0.313], [2.156, -0.058, 0.121]], "energy_ha": -272.9164, "de_lowest_ev": 0.877, "total_charge": 0, "orbital_gap_ev": 11.3, "smiles": "CC(C)(C)CO", "e_lumo_ev": 0.8, "largest_force_ev_per_a": 3.5}